1.
{
  "formula": "C2H3P3",
  "method": "ωB97M-V with the def2-TZVPD basis set",
  "symbols": ["C", "C", "P", "P", "P", "H", "H", "H"],
  "xyz": [[0.3098, 1.1578, -1.2891], [0.3300, -0.8610, 0.6643], [1.3250, 0.1620, -0.5377], [-2.1059, 1.1399, 0.0098], [-1.4178, -0.4161, 1.0656], [0.4223, 1.8704, -2.0409], [0.3015, -1.9237, 0.3432], [0.8352, -1.1293, 1.7848]],
  "lowdin_spin": [0.7321, 0.1013, 0.1813, 0.8612, 0.0903, 0.0402, -0.0025, -0.0038],
  "charge": 0,
  "gap_ev": [6.326, 6.719],
  "e_tot_ha": -1101.8511,
  "spin_multiplicity": 3,
  "largest_force_ha_per_bohr": 0.0662,
  "de_lowest_kcal_mol": 56.39,
  "e_homo_ha": [-0.253, -0.338],
  "lumo_ha": [-0.02060, -0.09158]
}



2.
{
  "formula": "C10H14N3O",
  "method": "ωB97M-V with the def2-TZVPD basis set",
  "symbols": ["C", "C", "C", "O", "N", "C", "C", "C", "C", "C", "C", "C", "N", "N", "H", "H", "H", "H", "H", "H", "H", "H", "H", "H", "H", "H", "H", "H"],
  "xyz": [[3.2592, 0.1104, 0.9001], [2.3050, -0.4288, -0.1157], [2.8634, -0.3417, -1.5084], [1.7978, -1.6948, 0.1694], [0.4512, -1.7763, -0.0829], [-0.1113, -0.6515, -0.1912], [-1.4958, -0.4395, -0.1233], [-2.3792, -1.4012, 0.3687], [-3.7299, -1.1570, 0.2899], [-4.1930, 0.1727, 0.1629], [-3.2786, 1.1523, -0.3088], [-2.0419, 0.8183, -0.6168], [0.7731, 0.3822, -0.2583], [0.6190, 1.3563, 0.8378], [3.1053, -0.0625, 1.9569], [3.5068, 1.2416, 0.8952], [4.2408, -0.3425, 0.5723], [3.5328, -1.2464, -1.8584], [3.5994, 0.4517, -1.7008], [2.0274, -0.3800, -2.2524], [-1.9731, -2.4229, 0.4899], [-4.4860, -1.8982, 0.5061], [-5.2063, 0.1953, 0.2518], [-3.5095, 2.1962, -0.4511], [-1.2919, 1.3801, -1.2845], [1.1564, 0.9334, 1.7030], [-0.3532, 1.4626, 1.0924], [0.8119, 2.3901, 0.5563]],
  "lowdin_charge": [-0.0268, -0.4536, -0.0246, -0.0181, 0.1800, -0.3762, -0.1741, -0.0075, -0.0441, -0.0031, -0.0830, -0.0692, 0.0429, 0.2067, 0.0830, 0.1297, 0.1291, 0.1447, 0.0920, 0.1032, 0.1359, 0.1164, 0.0796, 0.1146, 0.1511, 0.2108, 0.1339, 0.2267],
  "charge": 1,
  "gap_ev": 8.513,
  "e_tot_ha": -628.5365,
  "spin_multiplicity": 1,
  "largest_force_ha_per_bohr": 0.1154,
  "de_lowest_kcal_mol": 121.74,
  "smiles": "CC1(C)ON=C(c2ccccc2)N1[NH3+]",
  "e_homo_ha": -0.450,
  "lumo_ha": -0.13739
}



3.
{
  "formula": "C10H19N2S",
  "method": "ωB97M-V with the def2-TZVPD basis set",
  "symbols": ["N", "C", "C", "C", "C", "C", "S", "H", "H", "H", "H", "H", "H", "H", "H", "H", "H", "H", "H", "H", "H", "N", "C", "C", "C", "C", "C", "H", "H", "H", "H", "H"],
  "xyz": [[0.8564, -0.1140, 0.2704], [-0.5500, -0.3502, 0.7048], [-1.4157, 0.7860, 0.0881], [-2.6217, 1.2195, 0.9778], [-3.7548, 0.1515, 1.0545], [-4.9759, 0.6182, 0.1719], [-5.8773, -0.9025, -0.3481], [1.0494, -0.6657, -0.5564], [1.4430, -0.4387, 1.0280], [-0.5529, -0.2573, 1.8000], [-0.8818, -1.3347, 0.3355], [-1.7356, 0.5465, -0.9445], [-0.7847, 1.6856, -0.0113], [-3.0246, 2.1354, 0.5057], [-2.2738, 1.4492, 1.9949], [-3.4482, -0.8626, 0.7554], [-4.1425, 0.1528, 2.0880], [-5.6119, 1.3458, 0.6939], [-4.6131, 1.0937, -0.7533], [-5.5712, -1.9479, 0.4820], [-7.2300, -0.6995, -0.3978], [3.7784, -0.5557, -1.8329], [3.9198, 0.5471, -1.0902], [5.0109, 0.7923, -0.2724], [6.0160, -0.1602, -0.2167], [5.8914, -1.3123, -0.9770], [4.7609, -1.4596, -1.7640], [3.1071, 1.2604, -1.1645], [5.0719, 1.7045, 0.3054], [6.8852, -0.0068, 0.4108], [6.6542, -2.0787, -0.9600], [4.6213, -2.3422, -2.3781]],
  "lowdin_charge": [-0.0083, -0.2669, -0.2017, -0.1971, -0.2422, -0.3888, 1.0619, 0.0604, 0.0647, 0.1147, 0.1050, 0.1137, 0.1109, 0.1123, 0.1181, 0.0954, 0.1197, 0.1074, 0.0970, 0.0193, 0.0083, 0.0448, -0.1739, -0.0737, -0.0783, -0.0731, -0.1571, 0.0941, 0.1020, 0.1071, 0.1028, 0.1016],
  "charge": 1,
  "gap_ev": 7.220,
  "e_tot_ha": -899.8008,
  "spin_multiplicity": 1,
  "largest_force_ha_per_bohr": 0.0310,
  "de_lowest_kcal_mol": 25.07,
  "e_homo_ha": -0.412,
  "lumo_ha": -0.14700
}



4.
{
  "formula": "C4H7NO2S",
  "method": "ωB97M-V with the def2-TZVPD basis set",
  "symbols": ["C", "N", "C", "C", "S", "C", "O", "O", "H", "H", "H", "H", "H", "H", "H"],
  "xyz": [[0.1205, -0.6830, 2.2888], [-0.5751, -0.0025, 1.2190], [-0.2219, -0.2935, -0.1746], [0.8304, 0.6178, -0.7960], [2.5029, 0.5361, 0.1060], [-1.5695, -0.3044, -0.9602], [-2.0261, 0.8224, -1.2911], [-2.1065, -1.4229, -1.1677], [1.0485, -0.2519, 2.6940], [-0.5865, -0.7750, 3.1351], [0.3275, -1.6962, 1.9291], [-0.6055, 1.0035, 1.3322], [0.2128, -1.2786, -0.1977], [0.6264, 1.6692, -0.6478], [1.0146, 0.3136, -1.8169]],
  "lowdin_charge": [-0.2064, -0.0889, -0.4066, -0.6452, -0.0607, -0.7205, -0.1190, -0.1283, 0.0270, 0.0453, 0.0667, 0.0979, 0.0988, 0.0098, 0.0301],
  "charge": -2,
  "gap_ev": 5.534,
  "e_tot_ha": -760.0065,
  "spin_multiplicity": 1,
  "largest_force_ha_per_bohr": 0.0397,
  "de_lowest_kcal_mol": 35.45,
  "smiles": "CN[C@H](C[S-])C(=O)[O-]",
  "e_homo_ha": 0.024,
  "lumo_ha": 0.22770
}



5.
{
  "formula": "C2H3NO2S",
  "method": "ωB97M-V with the def2-TZVPD basis set",
  "symbols": ["C", "C", "N", "O", "O", "S", "H", "H", "H"],
  "xyz": [[1.2152, -1.0407, -0.5973], [0.4494, 0.1778, -0.5689], [-1.0614, 0.1858, 1.2499], [1.2606, -1.9895, 0.1582], [-0.4870, 0.6930, 0.1892], [-2.2136, 1.1773, 1.9043], [1.8528, -1.0249, -1.5063], [0.6572, 0.8780, -1.3699], [-2.5524, 0.2506, 2.8024]],
  "lowdin_charge": [-0.2990, -0.0841, -0.3977, 0.0364, -0.1622, 0.8010, 0.1136, 0.1152, -0.1233],
  "charge": 0,
  "gap_ev": [8.078, 7.665],
  "e_tot_ha": -681.2504,
  "spin_multiplicity": 1,
  "largest_force_ha_per_bohr": 0.0527,
  "de_lowest_kcal_mol": 131.09,
  "e_homo_ha": [-0.318, -0.318],
  "lumo_ha": [-0.02155, -0.03666]
}



6.
{
  "formula": "C52H48BFN2O8S",
  "method": "ωB97M-V with the def2-TZVPD basis set",
  "symbols": ["C", "C", "S", "C", "C", "O", "C", "C", "C", "N", "C", "F", "C", "C", "B", "N", "O", "H", "H", "H", "H", "H", "H", "H", "H", "H", "H", "H", "H", "H", "H", "H", "H", "H", "H", "H", "H", "H", "H", "H", "H", "O", "C", "C", "C", "C", "C", "C", "C", "C", "O", "C", "C", "C", "C", "C", "C", "H", "H", "H", "H", "H", "H", "H", "H", "O", "C", "C", "C", "C", "C", "C", "C", "C", "O", "C", "C", "C", "C", "C", "C", "H", "H", "H", "H", "H", "H", "H", "H", "O", "C", "C", "C", "C", "C", "C", "C", "C", "O", "C", "C", "C", "C", "C", "C", "H", "H", "H", "H", "H", "H", "H", "H"],
  "xyz": [[2.5866, -7.7107, 0.2900], [1.8957, -6.8823, -0.8148], [3.0416, -5.6602, -1.4960], [2.0003, -4.2216, -1.8104], [1.2213, -3.6757, -0.5845], [-0.0560, -3.2263, -1.0031], [-1.1075, -4.1590, -0.8249], [-2.1050, -4.0041, -1.9695], [-2.8630, -5.3058, -2.2510], [-2.9610, -2.8290, -1.8273], [-1.6223, -4.0671, 0.6105], [-2.2589, -2.8620, 0.8641], [-2.5009, -5.2079, 1.0934], [-2.6173, -5.2212, 2.6217], [2.0316, -2.4746, 0.0953], [3.4233, -2.6878, 0.3960], [1.4174, -1.2526, 0.3330], [2.0026, -7.6787, 1.2045], [3.5739, -7.3067, 0.4962], [2.7161, -8.7380, -0.0354], [1.0146, -6.3885, -0.4157], [1.5509, -7.5486, -1.6015], [1.2806, -4.4172, -2.6024], [2.6856, -3.4581, -2.1686], [1.1437, -4.4696, 0.1663], [-0.6936, -5.1716, -0.9080], [-1.5009, -3.8198, -2.8581], [-3.4259, -5.6623, -1.3949], [-3.5115, -5.1784, -3.1135], [-2.1423, -6.0815, -2.5224], [-3.3441, -2.5805, -2.7270], [-3.7321, -3.0012, -1.1972], [-0.7286, -4.0791, 1.2435], [-2.0078, -6.1278, 0.7827], [-3.4938, -5.1249, 0.6619], [-2.7027, -6.2343, 3.0074], [-1.7410, -4.7751, 3.0901], [-3.4782, -4.6554, 2.9682], [3.5572, -3.3964, 1.1063], [3.8856, -1.8472, 0.7299], [1.0190, -1.2522, 1.2014], [5.7302, 0.0074, 1.7262], [6.0406, 1.1790, 1.6773], [7.2440, 1.6852, 2.3982], [8.0285, 0.7909, 3.1145], [9.1647, 1.2377, 3.7664], [9.5239, 2.5798, 3.7052], [8.7398, 3.4778, 3.0021], [7.5961, 3.0357, 2.3497], [6.7563, 4.0202, 1.6105], [7.0273, 5.2035, 1.6131], [5.5654, 3.5119, 0.8756], [4.7813, 4.4088, 0.1610], [3.6756, 3.9554, -0.5373], [3.3501, 2.6032, -0.5281], [4.1244, 1.7061, 0.1869], [5.2321, 2.1554, 0.8946], [7.7429, -0.2508, 3.1522], [9.7761, 0.5391, 4.3217], [10.4177, 2.9243, 4.2078], [9.0078, 4.5238, 2.9506], [5.0437, 5.4578, 0.1572], [3.0647, 4.6565, -1.0897], [2.4876, 2.2494, -1.0766], [3.8706, 0.6557, 0.2037], [-11.2523, -3.5210, -4.6397], [-10.1253, -3.9043, -4.4115], [-9.5106, -3.7286, -3.0643], [-10.2563, -3.1350, -2.0541], [-9.7124, -2.9880, -0.7901], [-8.4214, -3.4342, -0.5279], [-7.6701, -4.0163, -1.5336], [-8.2090, -4.1623, -2.8054], [-7.3756, -4.7752, -3.8781], [-6.2284, -5.1053, -3.6625], [-7.9959, -4.9707, -5.2188], [-7.2513, -5.5705, -6.2262], [-7.8183, -5.7821, -7.4706], [-9.1320, -5.3960, -7.7146], [-9.8754, -4.7894, -6.7175], [-9.3107, -4.5712, -5.4678], [-11.2597, -2.7946, -2.2676], [-10.2951, -2.5268, -0.0040], [-8.0018, -3.3249, 0.4633], [-6.6635, -4.3620, -1.3431], [-6.2324, -5.8698, -6.0248], [-7.2378, -6.2513, -8.2537], [-9.5748, -5.5686, -8.6864], [-10.8958, -4.4820, -6.8982], [3.4611, 11.6007, 4.7293], [3.1222, 10.7483, 3.9361], [3.8739, 9.4681, 3.8105], [4.9694, 9.2433, 4.6346], [5.6632, 8.0479, 4.5510], [5.2636, 7.0700, 3.6468], [4.1800, 7.2938, 2.8167], [3.4848, 8.4927, 2.8892], [2.3347, 8.7175, 1.9691], [2.0297, 7.8930, 1.1330], [1.5682, 9.9888, 2.1099], [0.4696, 10.2089, 1.2892], [-0.2687, 11.3718, 1.4210], [0.0868, 12.3208, 2.3736], [1.1862, 12.1112, 3.1873], [1.9330, 10.9475, 3.0574], [5.2684, 10.0088, 5.3367], [6.5169, 7.8748, 5.1926], [5.8002, 6.1347, 3.5831], [3.8656, 6.5407, 2.1077], [0.2004, 9.4631, 0.5546], [-1.1256, 11.5406, 0.7825], [-0.4958, 13.2262, 2.4790], [1.4735, 12.8441, 3.9280]],
  "lowdin_charge": [-0.1591, -0.5349, 0.8803, -0.4266, -0.2967, -0.0754, -0.2662, -0.3694, -0.0451, 0.0649, -0.2895, 0.0121, -0.1843, -0.0888, -0.5551, 0.1981, 0.1363, 0.0642, 0.0451, 0.0636, 0.0388, 0.0645, 0.0842, 0.0711, 0.1154, 0.1325, 0.1414, 0.0591, 0.0655, 0.0792, 0.0714, 0.0651, 0.1408, 0.1179, 0.1031, 0.0685, 0.0723, 0.0726, 0.0849, 0.0596, 0.1020, 0.1014, -0.2722, -0.0805, -0.0015, -0.0559, -0.0566, -0.0025, -0.0814, -0.2778, 0.0900, -0.0819, -0.0074, -0.0452, -0.0426, 0.0074, -0.0793, 0.1201, 0.1076, 0.1075, 0.1203, 0.1177, 0.1114, 0.1126, 0.1070, 0.1088, -0.2766, -0.0816, -0.0011, -0.0548, -0.0550, -0.0032, -0.0813, -0.2734, 0.0966, -0.0818, -0.0024, -0.0561, -0.0557, -0.0017, -0.0817, 0.1207, 0.1079, 0.1077, 0.1140, 0.1198, 0.1075, 0.1077, 0.1206, 0.1055, -0.2777, -0.0838, -0.0018, -0.0481, -0.0470, 0.0055, -0.0799, -0.2761, 0.1025, -0.0824, -0.0034, -0.0581, -0.0580, -0.0033, -0.0819, 0.1196, 0.1079, 0.0933, 0.1078, 0.1196, 0.1067, 0.1067, 0.1199],
  "charge": 0,
  "gap_ev": 7.241,
  "e_tot_ha": -3244.7986,
  "spin_multiplicity": 1,
  "largest_force_ha_per_bohr": 0.0201,
  "smiles": "CCSC[C@H](O[C@H]([C@@H](C)N)[C@@H](F)CC)B(N)O.O=C1c2ccccc2C(=O)c2ccccc21.O=C1c2ccccc2C(=O)c2ccccc21.O=C1c2ccccc2C(=O)c2ccccc21",
  "e_homo_ha": -0.305,
  "lumo_ha": -0.03920
}